(1)
{
  "formula": "C5H15N2",
  "method": "ωB97M-V/def2-TZVPD",
  "mol_weight_g_mol": 103.19,
  "homo_energy_ev": -12.97,
  "total_charge": 1,
  "smiles": "NCCCCC[NH3+]",
  "e_tot_ha": -308.68895,
  "lumo_ev": -3.62,
  "elements": ["C", "C", "C", "C", "C", "N", "N", "H", "H", "H", "H", "H", "H", "H", "H", "H", "H", "H", "H", "H", "H", "H"],
  "coordinates": [[-1.84177, -0.86582, 0.55480], [-0.64017, -0.42739, 1.53356], [-0.08527, 0.95691, 1.28102], [0.43169, 1.20779, -0.11241], [1.03050, 0.06466, -1.05161], [2.49303, 0.35247, -0.98774], [-1.56188, -1.27504, -0.88908], [-2.67607, -0.18250, 0.62695], [-2.29011, -1.86464, 0.88564], [0.21677, -1.16379, 1.44282], [-1.09836, -0.29917, 2.61092], [-0.96346, 1.57266, 1.38680], [0.61393, 1.36759, 2.01948], [0.96558, 2.20276, -0.30797], [-0.56950, 1.58621, -0.67754], [0.55947, 0.18702, -2.06883], [0.91262, -0.94928, -0.81649], [2.64747, 1.36828, -0.68524], [3.06350, 0.33668, -1.92499], [2.92511, -0.15175, -0.24516], [-2.35480, -0.85332, -1.28367], [-1.84015, -2.31572, -1.05709]],
  "atomic_forces_ev_per_a": [[0.5, -3.2, 1.1], [-0.6, -0.7, 0.4], [0.1, 0.7, 0.1], [-3.3, 1.4, -3.6], [-1.1, 3.0, -0.2], [2.2, 3.0, -2.7], [0.1, -1.4, 0.7], [0.1, 0.6, -0.2], [0.7, 1.6, 0.9], [-1.2, 0.4, 0.6], [1.0, -1.1, -2.0], [-0.2, 0.7, 0.1], [0.0, -0.8, 0.2], [0.0, -1.4, 0.7], [2.1, -1.3, 0.8], [1.2, 0.0, 0.9], [-0.5, -1.2, 0.8], [-0.5, -1.5, -0.5], [-1.3, -0.7, 2.2], [0.7, -1.0, 0.4], [-1.0, 0.9, -1.6], [1.0, 2.3, 0.9]],
  "lowdin_charge": [-0.223, -0.186, -0.271, -0.187, -0.152, 0.143, -0.030, 0.099, 0.120, 0.113, 0.152, 0.103, 0.116, 0.126, 0.157, 0.141, 0.079, 0.175, 0.225, 0.149, 0.032, 0.120]
}


(2)
{
  "formula": "C5H15N2",
  "method": "ωB97M-V/def2-TZVPD",
  "mol_weight_g_mol": 103.19,
  "homo_energy_ev": [-18.76, -18.71],
  "total_charge": 2,
  "s2": 0.75,
  "e_tot_ha": -308.24726,
  "lumo_ev": [-7.73, -13.66],
  "multiplicity": 2,
  "elements": ["N", "C", "C", "C", "C", "C", "N", "H", "H", "H", "H", "H", "H", "H", "H", "H", "H", "H", "H", "H", "H", "H"],
  "coordinates": [[1.36088, -0.95574, -0.63920], [0.05967, -0.53240, -0.04809], [-0.14119, 0.99548, -0.29314], [0.74259, 1.85938, 0.54115], [0.02390, 2.38823, 1.87318], [-1.06600, -1.30117, -0.74085], [-0.75990, -2.76837, -1.11117], [1.89402, -1.41942, 0.10301], [0.25318, -2.85981, -1.18156], [1.98611, -0.21444, -1.00548], [0.13388, -0.96071, 0.97466], [-1.20016, 1.15005, -0.09746], [0.13156, 1.20895, -1.34328], [0.86841, 2.77030, -0.03699], [1.76685, 1.57569, 0.79940], [-0.57663, 1.59529, 2.35484], [-0.68124, 3.16638, 1.58606], [0.70244, 2.73579, 2.63579], [-2.02638, -1.29347, -0.20435], [-1.26266, -0.84773, -1.73672], [-1.16430, -2.86882, -2.04868], [-1.04503, -3.42347, -0.38115]],
  "atomic_forces_ev_per_a": [[0.3, 1.9, 2.5], [0.7, -1.2, -0.8], [0.8, -1.1, -0.4], [-0.4, 2.4, 2.5], [-0.3, -1.3, -1.0], [-1.3, -0.1, -1.7], [0.6, 1.6, 0.6], [0.4, -0.8, -0.5], [0.0, -0.4, -0.4], [-0.5, -0.4, -0.8], [-0.1, 0.7, -0.1], [-0.2, 0.4, -0.2], [-0.7, -0.4, 0.1], [0.2, 0.1, -0.2], [-0.2, -0.7, -0.3], [0.2, 0.1, -0.2], [0.1, 0.1, 0.1], [0.3, 0.3, -0.1], [0.5, 0.1, 0.1], [0.2, 0.0, 0.7], [-0.2, -1.0, 0.4], [-0.6, -0.4, -0.4]],
  "lowdin_charge": [0.329, -0.253, -0.143, -0.225, -0.051, -0.060, 0.234, 0.166, 0.152, 0.181, 0.191, 0.145, 0.150, 0.121, 0.118, 0.077, 0.085, 0.078, 0.166, 0.159, 0.191, 0.189]
}


(3)
{
  "formula": "C5H15N2O",
  "method": "ωB97M-V/def2-TZVPD",
  "mol_weight_g_mol": 119.19,
  "homo_energy_ev": [-2.98, -7.13],
  "total_charge": 0,
  "s2": 0.76,
  "e_tot_ha": -384.07540,
  "lumo_ev": [0.61, 0.50],
  "multiplicity": 2,
  "elements": ["C", "C", "N", "C", "H", "H", "H", "H", "H", "H", "H", "C", "O", "C", "N", "H", "H", "H", "H", "H", "H", "H", "H"],
  "coordinates": [[-0.78396, -1.58559, 0.90245], [0.11741, -0.94056, 1.76116], [-0.23282, -0.10864, 2.82255], [0.66612, 0.96522, 3.17788], [-1.84557, -1.53151, 1.12387], [-0.45316, -2.41266, 0.29327], [1.17569, -1.13948, 1.61883], [-1.20379, 0.15080, 2.85362], [0.31949, 1.46550, 4.08264], [1.66524, 0.57516, 3.35336], [0.77155, 1.72366, 2.37333], [0.47938, -0.31096, -2.67440], [0.26138, -0.33732, -4.07909], [-0.51310, 0.69723, -2.13168], [-0.27786, 0.84229, -0.67232], [1.51202, -0.02478, -2.44977], [0.29174, -1.28584, -2.21359], [0.60981, -1.17554, -4.41284], [-0.38801, 1.63884, -2.66096], [-1.53561, 0.32757, -2.22935], [0.70710, 1.03854, -0.45157], [-0.47055, -0.09830, -0.16379], [-0.87253, 1.52637, -0.22361]],
  "atomic_forces_ev_per_a": [[-0.4, 0.9, -0.3], [0.8, -0.5, -0.5], [0.1, 0.0, 0.5], [-0.2, 0.3, -0.5], [0.0, -0.2, 0.0], [0.0, -0.1, 0.1], [0.1, 0.2, 0.4], [-0.2, 0.0, -0.1], [0.0, 0.0, 0.0], [0.1, -0.2, 0.1], [0.0, 0.0, 0.2], [-0.3, -0.2, -0.3], [0.2, -0.4, 0.1], [0.2, -0.1, 0.4], [1.2, 0.3, -0.4], [0.0, 0.2, 0.1], [0.0, 0.0, 0.0], [-0.1, 0.3, 0.0], [-0.1, 0.1, 0.2], [0.0, 0.0, -0.1], [-0.4, 0.2, -0.1], [-0.7, -1.0, 0.3], [-0.3, 0.4, 0.1]],
  "lowdin_charge": [-0.167, -0.360, -0.135, -0.156, 0.003, 0.012, 0.080, 0.090, 0.073, 0.070, 0.056, -0.267, -0.063, -0.188, 0.090, 0.120, 0.116, 0.095, 0.121, 0.113, 0.138, 0.047, 0.112]
}


(4)
{
  "formula": "C5H15N2O",
  "method": "ωB97M-V/def2-TZVPD",
  "mol_weight_g_mol": 119.19,
  "homo_energy_ev": -12.40,
  "total_charge": 1,
  "e_tot_ha": -383.97546,
  "lumo_ev": -3.36,
  "elements": ["C", "C", "C", "C", "C", "N", "N", "H", "H", "H", "H", "H", "H", "H", "H", "H", "H", "H", "H", "H", "H", "H", "O"],
  "coordinates": [[0.71789, 1.85022, 0.86201], [1.27762, 0.85776, 1.84826], [0.50296, -0.49029, 1.79726], [-0.19124, -0.77611, 0.49968], [-1.53630, -0.59885, 0.44697], [-2.15499, -0.14984, -0.82897], [0.55161, -1.33323, -0.47495], [1.03711, 1.56090, -0.13780], [1.13435, 2.86215, 0.86263], [-0.34945, 2.00160, 0.95204], [2.33458, 0.65833, 1.80009], [1.13495, 1.20668, 2.86911], [-0.24316, -0.53268, 2.59806], [1.15766, -1.28316, 2.17483], [-2.21070, -0.76687, 1.26564], [-2.36130, 0.85195, -0.74102], [-1.59747, -0.33028, -1.63045], [-3.12818, -0.45984, -0.90016], [0.15987, -1.58480, -1.36865], [1.52948, -1.12298, -0.59101], [0.47042, 0.70097, -3.71767], [1.54695, -0.25929, -3.29206], [0.74632, 0.16612, -2.96363]],
  "atomic_forces_ev_per_a": [[1.1, 1.0, -0.8], [-1.1, -0.2, 0.9], [0.0, -0.7, 1.3], [0.0, -1.0, 1.0], [0.5, 0.2, -0.5], [-1.9, 0.5, 1.9], [0.4, 0.4, -1.1], [-0.6, -0.4, -0.4], [0.2, -0.1, 0.8], [-0.3, -0.3, -0.1], [0.4, 0.2, -0.6], [0.0, 0.2, 0.1], [-0.3, 0.5, -0.3], [0.2, -0.2, -0.8], [0.0, 0.7, 0.2], [0.9, 0.2, -0.3], [0.5, -0.2, -1.2], [0.3, -1.0, -0.6], [-0.3, 0.0, 0.1], [0.1, 0.2, 0.5], [0.0, 0.1, 0.0], [0.0, 0.0, 0.1], [-0.2, 0.0, -0.3]],
  "lowdin_charge": [-0.109, -0.216, -0.140, -0.367, -0.066, 0.202, 0.167, 0.065, 0.084, 0.071, 0.105, 0.109, 0.120, 0.124, 0.119, 0.169, 0.123, 0.172, 0.094, 0.122, 0.055, 0.056, -0.061]
}


(5)
{
  "formula": "C5H15N2O",
  "method": "ωB97M-V/def2-TZVPD",
  "mol_weight_g_mol": 119.19,
  "homo_energy_ev": -13.14,
  "total_charge": 1,
  "e_tot_ha": -384.00536,
  "lumo_ev": -2.96,
  "elements": ["N", "C", "C", "C", "C", "C", "N", "H", "H", "H", "H", "H", "H", "H", "H", "H", "H", "H", "H", "H", "H", "H", "O"],
  "coordinates": [[1.14107, 1.19306, 0.18385], [0.20588, 0.02755, 0.35960], [-1.22467, 0.47401, 0.61833], [-2.22385, -0.63749, 0.38944], [-2.58353, -1.08408, -0.80129], [0.77945, -0.90719, 1.42509], [1.91161, -1.62500, 0.86651], [2.03047, 0.98149, 0.64043], [1.33199, 1.45702, -0.81345], [0.77608, 2.04116, 0.63476], [0.17143, -0.47441, -0.59843], [-1.39861, 1.00202, 1.56159], [-1.44560, 1.31452, -0.05581], [-2.60082, -1.04232, 1.31186], [-2.17180, -0.68023, -1.72516], [-3.13201, -2.00389, -0.94310], [-0.05859, -1.51959, 1.75055], [1.20559, -0.29464, 2.21837], [1.71186, -2.17050, 0.04600], [2.47001, -2.08145, 1.57282], [1.70127, 1.79368, -3.24437], [0.28128, 2.25992, -2.90450], [1.12152, 1.97635, -2.49309]],
  "atomic_forces_ev_per_a": [[0.3, 0.8, 0.1], [-0.3, -0.3, 0.3], [-0.6, 1.5, -0.6], [0.3, 0.4, 0.4], [0.7, -0.5, -0.3], [0.3, 0.1, -1.0], [0.2, 0.9, 0.2], [0.1, -0.2, -0.2], [-0.3, -0.2, 0.2], [0.0, -0.3, -0.1], [0.2, -0.2, -0.2], [0.4, -0.6, 0.4], [0.0, -0.3, -0.5], [-0.3, -0.5, 0.0], [-0.1, 0.2, 0.2], [-0.5, 0.2, 0.2], [0.0, -0.2, 0.4], [-0.5, -0.1, 0.5], [0.0, -0.4, 0.2], [-0.1, -0.3, -0.3], [0.1, 0.0, 0.2], [0.5, -0.1, 0.4], [-0.5, 0.1, -0.5]],
  "lowdin_charge": [0.212, -0.306, -0.175, -0.171, 0.033, -0.222, 0.019, 0.157, 0.112, 0.173, 0.142, 0.127, 0.121, 0.103, 0.070, 0.069, 0.120, 0.128, 0.080, 0.085, 0.079, 0.087, -0.042]
}


(6)
{
  "formula": "C5H15N2O",
  "method": "ωB97M-V/def2-TZVPD",
  "mol_weight_g_mol": 119.19,
  "homo_energy_ev": -13.29,
  "total_charge": 1,
  "e_tot_ha": -384.01838,
  "lumo_ev": -2.82,
  "elements": ["C", "C", "C", "C", "C", "N", "N", "H", "H", "H", "H", "H", "H", "H", "H", "H", "H", "H", "H", "H", "H", "H", "O"],
  "coordinates": [[1.07415, 1.64819, 1.82618], [0.43390, 0.57195, 0.98979], [-0.52193, 1.10555, -0.06981], [-0.85611, 0.02901, -1.08518], [-0.82818, 0.22834, -2.38833], [-1.26974, -1.21300, -0.46558], [-0.36367, -0.33207, 1.88059], [0.33990, 2.09724, 2.50243], [1.83918, 1.23929, 2.48812], [1.57473, 2.39158, 1.20951], [1.18316, -0.02223, 0.47524], [-0.05511, 1.94165, -0.58586], [-1.51411, 1.44677, 0.24701], [-0.39055, 1.14529, -2.77024], [-1.35784, -0.38060, -3.11095], [-0.80883, -1.98144, -0.94926], [-2.25297, -1.38312, -0.67230], [0.14993, -0.89544, 2.55713], [-0.86698, -0.98571, 1.23056], [-1.04125, 0.24007, 2.38160], [1.86369, -1.67064, -2.36772], [2.13695, -2.98581, -1.66172], [1.53167, -2.23488, -1.66121]],
  "atomic_forces_ev_per_a": [[0.3, -0.1, 0.7], [-0.1, 0.6, 0.1], [0.0, -0.7, -1.1], [0.1, 0.2, 0.1], [-0.2, 0.6, -0.3], [-0.7, -0.5, -0.5], [-0.1, -0.3, 0.3], [0.0, 0.4, -0.3], [0.1, -0.1, -0.1], [-0.2, 0.1, 0.0], [0.1, -0.3, 0.1], [0.0, 0.1, 0.1], [0.3, 0.2, 0.8], [-0.2, 0.0, 0.0], [0.5, -0.4, 0.1], [0.3, 0.1, 0.1], [-0.1, 0.1, 0.2], [0.3, 0.3, 0.0], [-0.2, 0.0, -0.5], [-0.1, -0.1, 0.1], [-0.1, 0.0, 0.0], [-0.1, 0.0, 0.0], [0.1, 0.0, 0.1]],
  "lowdin_charge": [-0.036, -0.348, -0.106, -0.395, 0.080, 0.054, 0.191, 0.096, 0.091, 0.099, 0.154, 0.129, 0.142, 0.077, 0.082, 0.087, 0.115, 0.174, 0.111, 0.165, 0.045, 0.051, -0.056]
}